Record 1
An isolated molecule of C11H14N2OS, computed with ωB97M-V/def2-TZVPD.

- DFT total energy: -27495.4877 eV
- Kohn-Sham gap: 0.321 Eh
- Energy relative to the best compared isomer or geometry (same formula, charge and spin): 2.5562 eV

Geometry as XYZ:
```
29
Properties=species:S:1:pos:R:3:forces:R:3:lowdin_charge:R:1
C -4.042 -1.371 0.462 -1.469 -1.024 -0.494 -0.0595
C -3.142 -0.216 0.089 0.598 -0.610 0.951 -0.2306
C -3.457 1.082 0.259 1.035 2.030 -0.003 -0.0385
C -2.474 2.180 0.074 -0.133 0.019 -0.906 -0.0444
C -1.220 1.854 -0.390 0.380 2.073 1.471 -0.0734
N -0.856 0.551 -0.430 0.429 -0.662 -0.221 0.0505
C 0.362 -0.081 -0.754 0.899 3.655 -0.296 -0.3004
C 1.678 0.540 -1.207 -1.905 -1.296 -2.971 -0.5286
S 2.459 1.633 -0.099 1.317 -0.998 2.050 0.8428
C 2.800 0.125 1.051 -0.375 0.282 0.690 -0.3818
C 4.136 -0.626 0.897 0.493 0.193 -0.040 -0.2945
O 4.510 -0.941 -0.482 -0.547 1.855 1.067 -0.1143
C 0.068 -1.345 -0.831 -0.312 -3.477 -0.004 -0.1444
N -1.220 -1.615 -0.583 -1.389 -1.307 1.082 0.1240
C -1.786 -0.486 -0.243 0.757 0.225 -1.465 -0.2454
H -3.535 -2.244 0.944 0.081 1.143 -0.103 0.0778
H -4.876 -1.002 1.185 1.232 -0.769 -1.613 0.1037
H -4.435 -1.916 -0.492 0.156 1.301 1.573 0.1085
H -4.447 1.343 0.558 -0.554 0.195 0.254 0.0957
H -2.696 3.295 0.201 -0.006 -2.001 -0.170 0.1207
H -0.384 2.615 -0.509 -1.285 -1.097 0.020 0.1287
H 2.361 -0.350 -1.492 -1.128 1.531 0.359 0.1070
H 1.364 1.068 -2.173 0.992 -0.351 1.088 0.1105
H 1.952 -0.545 0.781 0.718 0.459 0.436 0.0592
H 2.692 0.366 2.153 0.041 0.115 -1.340 0.0985
H 4.023 -1.566 1.448 -0.155 -0.155 -0.435 0.1118
H 4.958 -0.130 1.485 -0.521 0.024 -1.010 0.1187
H 4.474 -0.047 -0.921 0.229 -1.227 0.388 0.0745
H 0.732 -2.171 -0.983 0.420 -0.126 -0.360 0.1231
```
Forces are in eV/Å.

***

Record 2
A structure of composition C23H35GeN3O5Os, computed with ωB97M-V/def2-TZVPD.

- DFT total energy: -98081.5647 eV
- Kohn-Sham gap (spin up / spin down): 0.305 / 0.194 Eh
- Energy relative to the best compared isomer or geometry (same formula, charge and spin): 0.0000 eV
- Total charge: +3
- 2S+1: 6
- ⟨S²⟩: 8.7874

Geometry as XYZ:
```
68
Properties=species:S:1:pos:R:3:forces:R:3:lowdin_spin:R:1
Os 0.296 0.312 -0.074 -0.167 -0.102 0.401 2.9455
C 3.695 0.158 -2.688 -0.008 0.007 -0.128 0.0028
C 2.404 0.913 -2.450 -0.006 -0.031 0.081 0.0159
C 2.646 2.303 -1.897 -0.056 -0.022 -0.081 0.0073
C 1.483 0.928 -3.654 0.062 -0.017 -0.050 0.0068
O 1.686 0.110 -1.380 0.380 0.032 -0.234 0.2196
Ge 1.294 -1.972 -1.470 0.070 0.074 -0.271 0.0822
O -0.538 -1.002 -1.209 -0.258 -0.270 -0.114 0.1810
C -1.779 -1.171 -2.069 0.223 0.006 -0.109 0.0149
C -2.174 0.217 -2.540 -0.064 -0.042 0.097 0.0100
C -1.343 -2.056 -3.220 -0.168 -0.030 -0.037 0.0022
C -2.826 -1.845 -1.208 0.005 0.060 0.025 0.0041
O 1.357 -1.645 0.339 -0.013 0.286 0.305 0.1695
C 1.862 -2.573 1.405 -0.208 -0.119 -0.095 0.0153
C 3.379 -2.546 1.355 -0.011 -0.066 0.021 0.0037
C 1.299 -3.942 1.062 0.054 -0.049 0.032 0.0082
C 1.303 -2.047 2.708 0.377 -0.048 0.102 0.0030
H 4.277 0.683 -3.445 0.034 0.009 -0.019 0.0004
H 3.517 -0.850 -3.073 -0.031 0.025 -0.012 0.0006
H 4.301 0.095 -1.785 -0.033 0.031 0.033 0.0001
H 3.054 2.919 -2.698 0.045 0.014 -0.001 0.0006
H 3.362 2.304 -1.077 0.022 -0.042 0.023 0.0003
H 1.716 2.779 -1.576 -0.056 -0.014 -0.033 0.0027
H 1.986 1.425 -4.483 0.012 0.010 -0.018 0.0009
H 0.561 1.473 -3.450 0.040 0.036 0.055 0.0008
H 1.234 -0.083 -3.986 0.057 -0.008 0.009 0.0002
H -1.464 0.621 -3.260 0.016 -0.055 0.002 0.0002
H -2.263 0.919 -1.706 -0.036 -0.048 0.014 0.0039
H -3.148 0.166 -3.025 -0.025 -0.003 -0.052 0.0006
H -0.528 -1.611 -3.793 -0.026 0.032 0.014 0.0001
H -2.185 -2.179 -3.902 0.001 -0.023 -0.036 0.0003
H -1.057 -3.057 -2.886 -0.024 0.024 0.029 0.0010
H -3.138 -1.209 -0.381 -0.018 0.070 0.004 0.0000
H -2.474 -2.792 -0.802 0.055 0.004 -0.030 0.0002
H -3.704 -2.045 -1.821 -0.035 -0.021 -0.022 0.0007
H 3.757 -2.743 0.349 -0.033 -0.036 -0.029 0.0004
H 3.779 -3.324 2.004 -0.005 -0.027 0.034 0.0013
H 3.790 -1.600 1.705 -0.029 0.070 -0.002 0.0000
H 1.705 -4.321 0.118 0.027 -0.005 0.004 0.0019
H 0.209 -3.925 1.006 0.005 0.063 0.022 0.0001
H 1.579 -4.661 1.831 0.019 -0.031 0.008 0.0020
H 1.663 -1.035 2.905 -0.009 0.019 0.010 0.0002
H 1.651 -2.680 3.524 0.014 0.020 0.023 -0.0001
H 0.222 -2.063 2.709 -0.215 -0.016 -0.041 0.0005
O -1.609 2.821 0.212 0.233 -0.109 0.164 0.0311
C -2.028 1.907 0.885 -0.306 0.299 -0.120 0.0200
N -1.396 0.684 1.037 0.025 0.109 -0.033 0.0839
C -2.151 -0.166 1.862 0.061 -0.063 0.047 0.0368
O -1.904 -1.294 2.164 -0.008 0.020 -0.067 0.0568
C -3.370 0.618 2.286 -0.010 -0.111 -0.013 0.2644
C -4.433 0.210 3.117 -0.397 0.169 0.156 0.0629
C -5.452 1.116 3.304 0.150 -0.150 0.018 0.0622
C -5.403 2.395 2.680 0.060 -0.139 0.047 0.3395
C -4.307 2.790 1.828 0.273 -0.227 -0.023 0.1479
C -3.310 1.872 1.668 0.001 0.389 -0.134 0.0371
H -4.427 -0.771 3.572 -0.041 -0.029 0.039 -0.0001
H -6.304 0.887 3.931 0.016 -0.069 0.005 -0.0001
H -6.207 3.098 2.858 -0.038 0.018 -0.006 0.0125
H -4.306 3.766 1.362 0.050 0.018 -0.043 0.0040
N 1.135 2.908 1.366 -0.335 0.026 -0.215 0.0056
C 2.163 3.456 2.011 0.011 -0.052 0.026 0.0441
C 3.162 2.497 2.112 -0.016 -0.001 -0.040 0.0142
C 2.662 1.385 1.464 -0.043 0.068 0.037 0.0254
N 1.414 1.633 1.009 0.119 0.111 0.124 0.0360
H 0.275 3.339 1.036 0.096 -0.017 0.058 0.0010
H 2.125 4.478 2.351 0.010 0.032 0.018 0.0019
H 4.120 2.606 2.587 0.044 0.003 0.017 0.0004
H 3.106 0.421 1.291 0.064 -0.066 0.001 0.0003
```
Forces are in eV/Å.

***

Record 3
A structure of composition C53H79BFN10O6STa, computed with ωB97M-V/def2-TZVPD.

- DFT total energy: -99202.3699 eV
- Kohn-Sham gap: 0.276 Eh
- Energy relative to the best compared isomer or geometry (same formula, charge and spin): 0.0000 eV
- Total charge: +2

Geometry as XYZ:
```
152
Properties=species:S:1:pos:R:3:forces:R:3:lowdin_charge:R:1
Ta 0.894 -0.714 0.225 -0.239 -0.895 1.982 2.0384
C 3.373 0.952 3.388 -0.065 0.029 -0.038 -0.0458
C 4.426 -0.078 2.991 0.015 -0.029 -0.011 -0.3346
C 5.805 0.531 2.736 -0.066 0.045 0.021 -0.0504
C 4.018 -1.074 1.931 0.042 0.095 0.018 -0.2360
C 4.881 -2.026 1.387 -0.033 -0.012 -0.027 0.0539
C 4.085 -3.014 0.852 -0.068 -0.071 0.007 -0.1817
C 4.598 -4.313 0.303 0.077 0.056 0.000 -0.3289
C 4.951 -5.266 1.454 0.003 0.031 -0.004 -0.0366
C 3.701 -4.973 -0.731 -0.005 0.032 -0.065 -0.0373
N 2.789 -2.659 1.044 -0.068 0.029 -0.086 0.0280
N 2.756 -1.414 1.650 -0.180 0.302 -0.134 0.0010
B 1.614 -3.641 1.463 0.051 0.015 0.022 -0.4971
N 0.797 -2.859 2.505 0.117 0.020 0.188 0.0550
N 0.262 -1.644 2.177 -0.234 -0.046 -0.240 -0.0104
C -0.306 -1.151 3.298 -0.029 0.065 -0.002 -0.2084
C -0.087 -2.036 4.343 -0.005 -0.040 -0.104 0.0548
C 0.607 -3.105 3.811 0.045 0.008 -0.095 -0.1671
C 1.005 -4.361 4.527 0.027 0.001 -0.052 -0.3554
C -0.219 -5.266 4.692 0.007 -0.002 0.006 -0.0483
C 1.626 -4.032 5.884 0.025 -0.023 -0.010 -0.0499
C -1.107 0.110 3.438 0.072 0.059 -0.053 -0.3627
C -0.371 1.155 4.279 0.012 -0.054 0.029 -0.0388
C -2.468 -0.213 4.057 -0.013 -0.100 0.040 -0.0502
N 0.710 -4.003 0.286 -0.113 0.030 0.054 0.0450
N 0.155 -2.964 -0.424 0.177 -0.131 -0.126 0.0339
C -0.661 -3.536 -1.343 -0.030 0.147 0.023 -0.2055
C -0.626 -4.911 -1.181 0.014 -0.006 0.059 0.0224
C 0.243 -5.189 -0.148 0.038 -0.023 0.081 -0.1658
C 0.473 -6.622 0.304 -0.139 -0.001 0.003 -0.3271
C 1.289 -6.934 1.550 0.033 -0.003 -0.030 -0.0562
C 0.995 -7.458 -0.874 -0.003 -0.025 0.009 -0.0471
C -1.528 -3.010 -2.477 0.006 -0.089 -0.020 -0.3420
C -0.778 -2.983 -3.812 0.059 0.033 -0.002 -0.0449
C -2.349 -1.751 -2.267 -0.008 0.082 0.046 -0.0511
H 3.571 1.926 2.945 -0.012 0.055 -0.113 0.0746
H 3.365 1.086 4.469 0.039 0.027 0.025 0.0909
H 2.375 0.641 3.087 -0.006 -0.032 0.024 0.0400
H 4.552 -0.739 3.859 -0.047 0.002 -0.053 0.1481
H 5.842 1.075 1.794 -0.047 0.063 -0.075 0.0662
H 6.583 -0.228 2.714 0.051 -0.059 -0.010 0.0754
H 6.053 1.227 3.535 0.001 0.020 0.037 0.0893
H 5.953 -2.053 1.459 0.099 -0.005 0.003 0.1244
H 5.537 -4.040 -0.190 -0.022 -0.055 -0.001 0.1448
H 4.089 -5.445 2.096 -0.037 -0.024 0.008 0.0627
H 5.747 -4.857 2.074 0.014 0.018 0.015 0.0840
H 5.284 -6.224 1.058 0.029 -0.033 -0.018 0.0890
H 2.777 -5.319 -0.283 -0.014 -0.026 0.020 0.0391
H 4.209 -5.841 -1.152 0.031 -0.018 -0.022 0.0946
H 3.443 -4.296 -1.546 0.013 -0.004 0.035 0.0734
H 2.081 -4.610 1.944 0.014 -0.042 0.022 0.0965
H -0.428 -1.927 5.355 -0.034 0.006 0.092 0.1247
H 1.753 -4.880 3.930 0.011 -0.023 -0.047 0.1110
H -0.948 -4.798 5.353 -0.040 0.027 0.037 0.0873
H 0.068 -6.221 5.127 0.022 -0.044 0.032 0.0885
H -0.713 -5.457 3.740 -0.011 -0.008 -0.073 0.0778
H 0.903 -3.553 6.543 -0.042 0.028 0.025 0.0794
H 2.483 -3.367 5.781 0.036 0.021 -0.015 0.0841
H 1.960 -4.946 6.373 0.000 -0.027 0.004 0.0873
H -1.274 0.518 2.451 -0.033 -0.074 0.194 0.0686
H -0.124 0.755 5.263 -0.004 -0.018 0.041 0.0892
H -1.007 2.028 4.423 -0.028 0.047 0.004 0.0859
H 0.552 1.488 3.808 0.021 -0.012 -0.023 0.0539
H -2.346 -0.601 5.068 -0.005 -0.001 0.069 0.0807
H -3.014 -0.950 3.470 0.061 0.045 0.021 0.0774
H -3.068 0.693 4.127 -0.050 0.073 -0.023 0.0843
H -1.192 -5.626 -1.751 -0.038 -0.050 -0.044 0.1281
H -0.547 -6.973 0.505 0.075 0.002 0.003 0.1468
H 2.345 -6.703 1.421 0.018 -0.002 0.001 0.0624
H 1.213 -8.005 1.739 0.000 -0.032 0.006 0.0929
H 0.924 -6.420 2.433 -0.035 0.064 0.072 0.0517
H 2.018 -7.186 -1.129 0.032 0.013 -0.004 0.0714
H 0.385 -7.338 -1.766 -0.023 0.007 -0.017 0.0750
H 0.989 -8.513 -0.600 0.002 -0.033 0.005 0.0876
H -2.258 -3.821 -2.576 0.020 0.095 -0.024 0.1327
H -0.025 -2.200 -3.844 -0.023 0.040 -0.003 0.0488
H -1.486 -2.798 -4.621 -0.032 -0.010 -0.030 0.0846
H -0.280 -3.932 -4.006 0.029 -0.025 0.016 0.0895
H -1.729 -0.863 -2.212 0.114 0.118 0.037 0.0479
H -2.961 -1.838 -1.371 -0.036 0.042 0.100 0.0847
H -3.022 -1.621 -3.117 -0.017 -0.046 0.002 0.0914
C -6.335 3.649 0.354 -0.014 0.046 0.016 -0.0560
C -6.120 2.611 -0.731 -0.054 -0.113 -0.087 -0.1821
N -4.703 2.415 -1.051 0.055 0.108 0.010 -0.0246
C -4.026 1.462 -0.398 0.097 -0.072 -0.044 0.0486
C -2.702 1.156 -0.569 -0.347 0.018 0.066 -0.0331
C -2.240 0.050 0.292 0.565 -0.599 0.250 -0.4931
O -2.932 -0.531 1.086 -0.075 0.169 -0.481 0.1294
O -0.916 -0.286 0.212 -1.004 0.473 -0.604 -0.2608
C -1.936 1.870 -1.576 0.114 -0.042 -0.110 -0.3106
O -0.801 1.601 -1.932 -0.044 0.124 0.072 0.0694
C -2.679 3.004 -2.195 0.119 -0.014 -0.008 -0.0395
C -1.999 3.827 -3.089 -0.120 0.014 -0.004 0.0940
C -2.649 4.859 -3.706 -0.007 -0.058 -0.034 -0.1819
F -1.976 5.592 -4.621 -0.049 -0.002 0.063 0.0707
C -3.998 5.152 -3.448 0.178 -0.021 -0.118 -0.1357
C -4.669 4.338 -2.548 0.097 -0.086 0.057 0.0542
C -4.027 3.256 -1.935 -0.035 -0.023 0.051 -0.1169
N -4.673 6.221 -4.062 -0.068 0.065 0.161 -0.0960
C -6.013 6.044 -4.579 -0.064 -0.110 -0.126 -0.1283
C -6.899 7.158 -4.020 -0.079 0.106 0.057 -0.0650
N -6.028 8.380 -3.826 0.047 0.040 0.180 0.0602
C -4.981 8.472 -4.898 -0.070 0.114 0.009 -0.0740
C -3.977 7.332 -4.691 0.062 0.041 -0.047 -0.1270
H -7.399 3.786 0.537 -0.060 0.004 0.011 0.0852
H -5.904 4.612 0.081 0.012 0.021 -0.012 0.0708
H -5.874 3.331 1.288 0.027 -0.019 0.026 0.0853
H -6.642 2.866 -1.654 -0.016 -0.023 0.050 0.1169
H -6.506 1.638 -0.425 -0.020 0.085 0.018 0.1304
H -4.605 0.884 0.311 0.016 -0.051 0.041 0.1558
H -0.964 3.615 -3.316 0.049 -0.013 -0.006 0.1427
H -5.696 4.563 -2.306 -0.029 0.028 0.015 0.1021
H -6.418 5.075 -4.300 0.014 0.054 0.005 0.1327
H -6.007 6.076 -5.674 -0.034 -0.015 -0.007 0.1393
H -7.311 6.918 -3.040 -0.009 -0.031 -0.080 0.1360
H -7.707 7.438 -4.695 0.024 -0.049 0.017 0.1406
H -5.555 8.298 -2.920 -0.072 0.026 -0.149 0.1874
H -6.601 9.227 -3.797 0.052 -0.078 -0.001 0.1887
H -4.507 9.449 -4.834 0.009 -0.041 -0.026 0.1428
H -5.516 8.405 -5.845 0.060 0.001 0.004 0.1392
H -3.170 7.663 -4.039 0.016 -0.010 -0.016 0.1387
H -3.543 7.088 -5.665 0.013 -0.011 0.009 0.1373
C 5.178 1.449 -1.843 0.049 0.013 -0.028 -0.0928
N 3.880 1.982 -1.459 -0.052 0.000 -0.124 -0.2802
C 3.760 3.366 -1.888 -0.024 0.062 -0.081 -0.0877
C 3.725 1.829 -0.022 0.159 -0.271 0.318 -0.2028
C 2.381 2.246 0.517 -0.268 0.121 0.134 -0.2164
C 2.349 3.592 0.882 0.046 -0.083 0.012 -0.0652
C 1.216 4.213 1.363 0.003 0.149 0.028 -0.0520
C 0.059 3.474 1.466 -0.106 -0.098 -0.037 -0.0682
C 0.075 2.135 1.114 0.311 0.159 0.077 -0.1403
C 1.219 1.431 0.678 0.157 0.207 -0.431 -0.1595
H 6.004 1.956 -1.322 0.011 0.019 0.005 0.0975
H 5.335 1.578 -2.913 -0.016 -0.020 -0.034 0.0881
H 5.232 0.386 -1.602 -0.012 -0.054 0.021 0.0869
H 3.927 3.424 -2.964 -0.004 -0.007 -0.015 0.0885
H 4.497 4.022 -1.399 0.022 0.003 0.009 0.0968
H 2.763 3.748 -1.674 0.032 -0.015 -0.020 0.0824
H 4.486 2.448 0.486 -0.004 -0.093 0.034 0.1212
H 3.943 0.793 0.226 0.013 -0.063 0.002 0.0850
H 3.261 4.168 0.785 0.007 0.019 0.011 0.1152
H 1.239 5.258 1.641 0.013 0.050 0.019 0.1121
H -0.858 3.926 1.820 -0.055 -0.005 0.018 0.1103
H -0.862 1.633 1.209 -0.077 0.025 -0.047 0.0533
C 2.570 0.038 -3.411 -0.100 -0.018 -0.135 -0.0902
S 2.055 -1.130 -2.237 -0.225 0.176 0.451 0.5608
O 0.613 -0.826 -1.903 0.215 0.038 -0.043 -0.4217
O 2.374 -2.441 -2.671 -0.014 0.008 -0.095 -0.2209
O 2.612 -0.781 -0.850 0.855 -0.147 -1.122 -0.4369
H 1.849 -0.030 -4.224 0.009 -0.024 -0.037 0.0933
H 3.559 -0.257 -3.745 0.078 0.003 -0.045 0.0877
H 2.581 1.012 -2.934 0.003 0.147 0.079 0.0605
```
Forces are in eV/Å.